Computed, not measured: C4H5NO as an isolated structure at a distorted geometry, with ωB97M-V/def2-TZVPD.

The calculation puts the HOMO-LUMO gap at 9.018 eV. For the total energy, the calculation gives -285.27016 a.u. As for the multiplicity: 1. Its largest force on an atom is 4.75 eV/Å. The value obtained for the HOMO energy is -8.6382 eV.

Positions of all 11 atoms, in Å:
C 1.20679 0.44759 0.01968
C -0.35680 -1.50357 -0.05002
C -1.24052 0.23998 -0.07588
C -0.15950 1.05049 0.05572
O 1.08520 -0.94910 0.18105
N -1.38640 -1.08340 0.52364
H -0.22061 -2.53765 -0.34496
H 1.71127 0.67612 -0.93631
H 1.82468 0.86212 0.83407
H -2.21267 0.66958 -0.27596
H -0.25143 2.12784 0.06900